1.
Molecular formula: C6H39NO13
Method: DFT, ωB97M-V/def2-TZVPD

```
! RIJCOSX wB97M-V def2-TZVPD def2/J DEFGRID3
* xyz 0 1
C 1.1521 1.3451 -2.9979
C 1.4891 0.1810 -2.0046
N 0.3319 0.0180 -1.0610
C -0.9978 -0.1648 -1.6989
C 1.6095 -2.2477 -0.3630
C 0.5689 -1.0842 -0.1098
C 0.9133 -0.2782 1.1815
O 0.9451 -0.9649 2.4268
H 1.4638 1.1186 -3.9929
H 1.8008 2.1965 -2.6807
H 0.1170 1.7435 -3.0185
H 2.3977 0.5240 -1.5399
H 1.5820 -0.7434 -2.5660
H -1.1889 0.3338 -2.6819
H -1.2282 -1.2371 -1.9052
H -1.6986 0.3181 -0.9609
H 1.1502 -2.9954 -0.9685
H 1.8638 -2.5212 0.6307
H 2.5516 -1.8283 -0.7879
H -0.2754 -1.7445 0.0164
H 1.9064 0.1275 1.0197
H 0.1173 0.4870 1.3297
H 1.7497 -1.5241 2.4693
H 5.4856 -0.2584 -0.7174
H 4.4345 -0.4769 -1.8270
O 5.2781 -0.1033 -1.6358
H -2.5926 1.0042 3.0511
H -2.5391 -0.5167 3.1319
O -3.2169 0.2304 3.1658
H 0.3744 1.9566 -0.4037
H 0.5378 3.4513 -0.7915
O 0.4088 2.8524 -0.0690
H -3.2832 -2.8322 -0.5224
H -3.7521 -1.7782 0.5611
O -3.0788 -2.5535 0.3601
H 2.7564 1.9168 1.3751
H 4.1769 2.0005 0.8690
O 3.2889 1.7047 0.5925
H -2.8899 2.2182 -0.3988
H -3.6116 1.8921 0.9716
O -2.9273 2.4232 0.5747
H -1.6132 2.4886 1.8301
H -1.7187 2.8168 3.2660
O -1.3987 2.1315 2.7155
H -4.1784 -0.0571 2.0350
H -5.0491 -1.1451 1.4285
O -4.4498 -0.4753 1.0805
H 1.3834 3.1955 1.5962
H 1.1163 2.4304 2.8437
O 1.8304 2.8932 2.4633
H 0.6131 -3.9478 -3.2829
H 0.7602 -2.5715 -3.5997
O 1.3787 -3.3086 -3.3215
H -1.8881 -2.3958 1.9946
H -0.7011 -1.5918 2.7790
O -1.6183 -1.8677 2.7769
H -0.6255 -2.0910 -4.6129
H 0.2257 -1.1151 -5.3197
O -0.3810 -1.1504 -4.5397
*
```

- Total energy: -1284.81054 hartree
- Relative energy (zero: lowest compared OMol25 entry of this formula, charge and spin): 4.3686 eV

2.
Molecular formula: C4H14NO2
Method: DFT, ωB97M-V/def2-TZVPD

```
! RIJCOSX wB97M-V def2-TZVPD def2/J DEFGRID3
* xyz 1 1
C 0.8090 -2.1555 -1.6128
C 0.9311 -0.8437 -0.8495
C -0.3734 -0.3777 -0.2728
C 0.4251 1.5178 1.0273
N -0.4264 1.0647 0.1665
H 1.7502 -2.4282 -2.0704
H -0.0677 -2.0045 -2.2550
H 0.3585 -2.8388 -0.8779
H 1.4814 -0.0780 -1.3893
H 1.5633 -1.1228 0.0190
H -0.7396 -0.9518 0.5845
H -1.2818 -0.3085 -0.8732
H 1.4425 1.1781 1.1724
H 0.0192 2.3908 1.5408
H -0.8725 1.8349 -0.4402
H -0.1114 -2.7081 2.4422
H 1.3240 -2.9001 2.4263
O 0.7029 -2.1842 2.3104
H -1.3732 3.8125 -1.2991
H -2.6864 3.3069 -0.6942
O -1.7646 3.0369 -0.8749
*
```

- Total energy: -365.73281 hartree
- Relative energy (zero: lowest compared OMol25 entry of this formula, charge and spin): 2.6643 eV

3.
Molecular formula: C24H56NO5P2
Method: DFT, ωB97M-V/def2-TZVPD

```
! RIJCOSX wB97M-V def2-TZVPD def2/J DEFGRID3
* xyz -1 1
C 3.3844 -0.7472 -0.9903
C 3.8430 0.5611 -1.7907
C 4.6116 0.0247 -3.1100
C 2.6264 1.4495 -2.2678
N 2.0613 2.0957 -1.0741
C 1.2229 3.2620 -1.3901
P -0.6357 2.8592 -1.4285
P -1.0022 0.7217 -1.6027
O -0.1610 0.0194 -0.5827
O -0.6651 0.0764 -3.1032
O -2.6280 0.2967 -1.2330
C 1.4410 4.3041 -0.1890
O 1.8649 5.4540 -0.4056
O 1.1982 3.8881 1.0164
H 3.8594 -0.6820 0.0304
H 2.2740 -0.8589 -0.9488
H 3.8338 -1.6684 -1.4683
H 4.5779 1.1976 -1.2356
H 3.8865 -0.6875 -3.5897
H 5.5199 -0.5195 -2.7492
H 4.8466 0.9207 -3.7367
H 1.8942 0.8151 -2.8356
H 3.0650 2.1944 -3.0081
H 2.8422 2.3983 -0.4897
H 1.4754 3.7752 -2.3542
H -1.1812 3.1988 -0.1445
H -1.1635 0.5312 -3.8103
H -2.5137 -0.6057 -0.8668
C -4.3586 -1.8451 2.2462
C -4.9321 -2.7675 1.1778
C -5.8217 -2.0414 0.1674
C -7.0764 -1.3899 0.7530
C -8.0162 -2.3379 1.4985
C -8.5970 -3.4336 0.6126
H -5.1456 -1.3961 2.8563
H -3.7021 -2.4062 2.9150
H -3.7723 -1.0427 1.7925
H -5.4811 -3.5862 1.6536
H -4.1018 -3.2305 0.6349
H -6.1096 -2.7471 -0.6187
H -5.2313 -1.2641 -0.3309
H -7.6296 -0.9115 -0.0630
H -6.7843 -0.5812 1.4302
H -8.8426 -1.7499 1.9104
H -7.5052 -2.7888 2.3542
H -9.1494 -3.0040 -0.2268
H -9.2877 -4.0563 1.1865
H -7.8177 -4.0866 0.2150
C -4.0750 2.0485 1.8129
C -4.5419 2.0433 3.2632
C -6.0592 2.1637 3.4121
C -6.6667 3.4611 2.8735
C -6.1055 4.7457 3.4836
C -6.3552 4.8620 4.9825
H -4.3185 2.9902 1.3170
H -2.9916 1.9196 1.7653
H -4.5364 1.2320 1.2513
H -4.0383 2.8427 3.8144
H -4.2246 1.1039 3.7275
H -6.3193 2.0507 4.4699
H -6.5343 1.3210 2.8961
H -7.7496 3.4318 3.0426
H -6.5349 3.5017 1.7879
H -6.5780 5.5983 2.9857
H -5.0342 4.8288 3.2817
H -7.4252 4.8243 5.2035
H -5.9676 5.8124 5.3566
H -5.8597 4.0630 5.5373
C 7.5787 -2.4368 -0.7084
C 8.6905 -1.5783 -1.2995
C 8.9324 -1.8402 -2.7864
C 9.3899 -3.2591 -3.1332
C 10.6707 -3.7197 -2.4365
C 11.8910 -2.8820 -2.7997
H 7.8243 -3.4998 -0.7545
H 7.4257 -2.1780 0.3415
H 6.6369 -2.2681 -1.2358
H 9.6128 -1.7266 -0.7293
H 8.4198 -0.5251 -1.1757
H 9.6688 -1.1191 -3.1553
H 8.0088 -1.6320 -3.3377
H 9.5349 -3.3196 -4.2177
H 8.5891 -3.9674 -2.8989
H 10.8645 -4.7581 -2.7237
H 10.5362 -3.7223 -1.3510
H 12.0694 -2.9005 -3.8777
H 12.7810 -3.2776 -2.3045
H 11.7746 -1.8426 -2.4869
*
```

- Total energy: -2061.80705 hartree

4.
Molecular formula: C4H5NO
Method: DFT, ωB97M-V/def2-TZVPD

```
! RIJCOSX wB97M-V def2-TZVPD def2/J DEFGRID3
* xyz 0 1
N -0.5987 1.7950 0.8170
C -0.1831 0.6387 0.1586
C -0.7238 -0.1682 -0.7930
C 0.1618 -1.2967 -0.8799
C 1.1975 -1.0473 -0.0505
O 1.0015 0.1387 0.5956
H 0.1119 2.0425 1.4963
H -1.4777 1.6570 1.3039
H -1.6021 0.0141 -1.3966
H 0.0046 -2.2025 -1.4448
H 2.1081 -1.5713 0.1934
*
```

- Total energy: -285.39065 hartree
- Structure (SMILES): Nc1ccco1
- Relative energy (zero: lowest compared OMol25 entry of this formula, charge and spin): 0.6513 eV

5.
Molecular formula: C28H61AlBF2I2KN3O4PSi2
Method: DFT, ωB97M-V/def2-TZVPD

```
! RIJCOSX wB97M-V def2-TZVPD def2/J DEFGRID3
* xyz 2 1
C 3.9079 -5.2305 0.2768
C 3.5083 -3.9222 1.0334
P 1.7702 -4.0270 1.7759
C 0.7558 -5.3334 0.8547
C 0.9127 -2.3425 1.6004
C 0.5051 -1.7693 2.8587
C 0.6723 -2.4193 4.2269
B -0.6415 -3.2808 4.6218
O -0.7007 -4.0694 5.7757
O -1.8007 -3.2586 3.8398
C -0.1208 -0.4396 2.6979
O -0.5887 0.2907 3.7081
C 0.4002 0.6919 4.6984
C 1.8630 0.8290 4.2083
C 2.7043 1.2407 5.4942
C 2.1083 1.9560 3.1325
C 3.1468 1.4640 2.0512
C 3.2300 2.5875 0.9336
C 4.6117 1.3745 2.6506
C -0.2250 -0.0388 1.3016
C -0.9422 1.3244 1.0609
C -2.4947 1.0670 1.3330
C -3.0070 -0.3105 0.8370
I -5.1524 -0.1730 1.0596
N 0.1487 -0.6519 0.2022
N 0.7449 -1.8172 0.3624
I 1.3026 -2.7208 -1.4192
H 3.4853 -6.1713 0.7327
H 3.6965 -5.1679 -0.8174
H 5.0128 -5.3495 0.3521
H 4.2068 -3.7743 1.8924
H 3.6342 -3.0256 0.3824
H 0.5442 -6.2054 1.5137
H 1.2357 -5.6443 -0.0982
H -0.2197 -4.8500 0.6042
H 1.5192 -3.1500 4.2248
H 0.8822 -1.7119 5.0543
H 0.1205 -4.5770 5.8836
H -2.1310 -4.1668 3.7318
H 0.0857 1.7049 5.0529
H 0.3594 0.0569 5.6178
H 2.3428 -0.1034 3.8393
H 2.4831 2.3072 5.7380
H 2.3862 0.6260 6.3729
H 3.7928 1.1725 5.3042
H 2.6196 2.8121 3.6398
H 1.1856 2.3800 2.6811
H 2.8386 0.5175 1.5503
H 4.1525 2.4796 0.3152
H 3.3122 3.5902 1.4225
H 2.3096 2.5585 0.3081
H 5.3515 1.7565 1.9045
H 4.9139 0.3317 2.8936
H 4.7210 2.0588 3.5261
H -0.8429 1.6510 0.0011
H -0.6395 2.0948 1.7954
H -2.6127 1.1281 2.5295
H -3.1116 1.9167 0.9551
H -2.8139 -0.4721 -0.2487
H -2.6755 -1.1834 1.4331
C -5.7067 1.8218 -7.8159
Si -6.7931 1.2946 -6.3303
C -6.7401 -0.5790 -6.2882
C -8.5653 1.8375 -6.7334
N -6.1895 2.0166 -4.9321
Si -6.9159 1.7701 -3.3881
C -6.8791 -0.0296 -2.8402
C -8.6942 2.3872 -3.3131
C -5.9635 2.7402 -2.0850
H -6.0879 1.3624 -8.7419
H -5.7177 2.9101 -7.9422
H -4.6712 1.4948 -7.6637
H -6.9487 -0.9939 -7.2813
H -7.4862 -0.9866 -5.6068
H -5.7543 -0.9294 -5.9777
H -8.6618 2.9239 -6.6896
H -9.2846 1.3970 -6.0453
H -8.8436 1.5108 -7.7432
H -7.5767 -0.6451 -3.4113
H -7.1696 -0.1030 -1.7876
H -5.8760 -0.4489 -2.9434
H -8.7667 3.4075 -3.6977
H -9.0462 2.3918 -2.2786
H -9.3746 1.7484 -3.8816
H -5.9793 3.8084 -2.3124
H -4.9247 2.4062 -2.0303
H -6.4233 2.5918 -1.1034
K -10.0064 3.1669 -8.1420
F -3.3911 1.2977 3.5959
Al -3.8788 1.5331 -9.3870
C 9.9700 2.1834 -1.0403
C 9.3477 2.4498 0.3182
O 8.0234 1.9488 0.4475
C 7.8632 0.5498 0.2871
C 8.6514 -0.2742 1.2902
H 9.3540 2.6106 -1.8341
H 10.9659 2.6266 -1.0935
H 10.0708 1.1156 -1.2417
H 9.2807 3.5278 0.4729
H 9.9784 2.0614 1.1244
H 8.1058 0.2564 -0.7403
H 6.7979 0.3463 0.4219
H 9.7264 -0.1173 1.1922
H 8.4557 -1.3384 1.1450
H 8.3731 -0.0012 2.3106
F 4.5883 -7.6594 0.4730
*
```

- Total energy: -4150.47726 hartree

6.
Molecular formula: C9H15NO3
Method: DFT, ωB97M-V/def2-TZVPD

```
! RIJCOSX wB97M-V def2-TZVPD def2/J DEFGRID3
* xyz 0 1
C -3.3269 0.1780 -0.0493
N -2.2579 1.1858 -0.0356
O -2.6447 2.3735 -0.0436
C -1.0190 0.8203 -0.0404
C 0.2739 1.9733 0.0562
O 0.1613 3.1398 0.2137
C 1.4853 1.0919 -0.0871
C 2.3803 1.2353 1.1510
C 2.2377 1.5082 -1.3595
O 1.0587 -0.2524 -0.2348
C -0.3376 -0.5056 -0.0115
C -0.4828 -1.1903 1.3656
C -0.7566 -1.4580 -1.1416
H -3.1207 -0.6196 0.6597
H -4.2459 0.6937 0.2245
H -3.4354 -0.2327 -1.0514
H 1.8598 0.8778 2.0359
H 2.6479 2.2788 1.2943
H 3.2808 0.6429 1.0128
H 2.6862 2.4886 -1.2264
H 1.5556 1.5339 -2.2055
H 3.0138 0.7741 -1.5675
H -1.4070 -1.7570 1.4348
H -0.4606 -0.4514 2.1631
H 0.3531 -1.8716 1.4960
H -0.8164 -0.9193 -2.0838
H -1.7079 -1.9387 -0.9366
H 0.0110 -2.2229 -1.2333
*
```

- Total energy: -632.31026 hartree
- Structure (SMILES): C/[N+]([O-])=C1/C(=O)C(C)(C)OC1(C)C
- Relative energy (zero: lowest compared OMol25 entry of this formula, charge and spin): 4.2613 eV

7.
Molecular formula: C25H78N6O16
Method: DFT, ωB97M-V/def2-TZVPD

```
! RIJCOSX wB97M-V def2-TZVPD def2/J DEFGRID3
* xyz 0 1
C -1.8015 0.3625 1.1054
O -2.3700 -0.2637 1.9592
N -0.8551 -0.1224 0.3276
N -2.1354 1.5940 0.7498
H -0.1496 0.4461 -0.1186
H -0.7679 -1.1085 0.1274
H -1.6028 2.1905 0.1328
H -2.7318 2.1668 1.3298
C 3.8466 1.6187 2.3251
O 3.1950 0.4204 2.6231
C 2.4928 -0.2561 1.5568
C 1.0721 0.3338 1.6531
N 0.5429 0.1598 3.0177
C -0.5798 1.1478 3.2062
C -0.9873 1.1355 4.6751
O 0.0596 1.6144 5.3876
C -0.1681 1.7786 6.8182
H 3.1419 2.4484 2.2695
H 4.3847 1.5927 1.3775
H 4.4501 1.8465 3.2037
H 2.4497 -1.2991 1.8706
H 2.8751 -0.0586 0.5553
H 0.4241 -0.1096 0.8970
H 1.0721 1.3719 1.3209
H 1.3705 0.3025 3.5789
H -1.4528 0.8722 2.6147
H -0.3471 2.1931 3.0033
H -1.1933 0.1205 5.0149
H -1.8792 1.7405 4.8377
H 0.3547 2.7140 7.0179
H 0.2584 0.9426 7.3725
H -1.2044 2.0062 7.0682
C 3.5679 -5.5525 -3.0315
O 3.0161 -4.5958 -2.1933
C 3.9803 -4.2580 -1.1083
C 3.6107 -2.9707 -0.4283
N 2.2387 -3.0922 0.0820
C 1.8216 -1.7852 0.6789
C 1.5506 -0.7233 -0.3752
O 2.5947 0.0785 -0.8485
C 2.1523 1.1390 -1.7621
H 4.6574 -5.5245 -3.0199
H 3.3100 -5.3158 -4.0638
H 3.0142 -6.4467 -2.7453
H 5.0184 -4.1613 -1.4260
H 3.8864 -5.1703 -0.5193
H 3.6711 -2.3100 -1.2932
H 4.3098 -2.7740 0.3846
H 1.6767 -3.4074 -0.6958
H 2.6965 -1.4870 1.2566
H 1.0155 -1.9299 1.3982
H 0.8627 0.0055 0.0535
H 1.0738 -1.2930 -1.1728
H 2.8831 1.9128 -1.9973
H 1.2434 1.6160 -1.3955
H 1.8578 0.6556 -2.6936
C -0.9580 2.7723 -1.1390
O -0.5058 2.1015 0.0620
C -0.0887 3.0034 0.9959
C 1.1837 3.8281 0.7198
N 2.2851 2.8682 0.4624
C 3.5082 3.5694 0.0035
C 3.5026 3.9868 -1.4564
O 3.1823 2.7968 -2.2537
C 2.4400 3.1445 -3.4025
H -1.6407 2.1393 -1.7059
H -0.1478 3.1750 -1.7468
H -1.3946 3.7400 -0.8917
H 0.1556 2.4002 1.8703
H -0.8345 3.7524 1.2622
H 1.5298 4.3908 1.5867
H 1.0479 4.4837 -0.1404
H 2.0333 2.2837 -0.3218
H 4.1837 2.7217 -0.1121
H 3.7673 4.2815 0.7870
H 4.3944 4.4809 -1.8420
H 2.7010 4.7160 -1.5739
H 1.5830 3.7491 -3.1056
H 1.9405 2.2810 -3.8418
H 2.9796 3.7047 -4.1661
C -2.1813 -4.7562 -0.3261
O -2.0615 -4.0769 -1.5963
C -3.1584 -4.1663 -2.4782
C -2.9392 -3.5716 -3.9760
N -2.5704 -2.1831 -3.8878
C -3.7400 -1.4784 -3.4270
C -3.7452 0.0479 -3.4940
O -3.0920 0.5691 -2.3249
C -1.7960 1.2097 -2.4874
H -2.2678 -5.8424 -0.3560
H -3.0271 -4.2565 0.1460
H -1.2531 -4.5737 0.2154
H -3.9256 -3.7658 -1.8156
H -3.3684 -5.2304 -2.5858
H -3.8459 -3.7879 -4.5409
H -2.1559 -4.1195 -4.4998
H -1.8679 -2.1862 -3.1622
H -4.0018 -1.6871 -2.3897
H -4.5878 -1.8092 -4.0268
H -4.7745 0.3634 -3.3235
H -3.2432 0.2945 -4.4296
H -1.4493 1.4500 -1.4823
H -2.0147 2.1012 -3.0751
H -1.0408 0.6347 -3.0233
O -0.2203 -1.6037 2.8299
H -1.0192 -1.3324 2.3778
H 0.1319 -0.7947 3.2011
O -0.0252 -0.8430 -2.3942
H 0.8027 -1.2940 -2.5599
H -0.3051 -1.1627 -1.5365
O -4.4642 1.2892 0.5181
H -4.1874 1.7063 -0.2978
H -4.3248 1.9578 1.1887
O -4.0481 2.9348 1.7355
H -3.8078 2.5745 2.5891
H -4.6134 3.6797 1.9399
O -0.5197 -1.8717 -0.4973
H 0.1832 -2.3866 -0.1010
H -1.3224 -2.2288 -0.1174
O -2.8169 -1.8770 0.3934
H -3.1498 -1.4229 1.1675
H -3.3720 -2.6527 0.3131
O -3.2121 1.4407 3.1681
H -2.9166 0.8774 2.4529
H -3.0074 0.9474 3.9625
*
```

- Total energy: -2529.56506 hartree
- Relative energy (zero: lowest compared OMol25 entry of this formula, charge and spin): 53.8342 eV

8.
Molecular formula: C5H7N2
Method: DFT, ωB97M-V/def2-TZVPD

```
! RIJCOSX wB97M-V def2-TZVPD def2/J DEFGRID3
* xyz 1 1
C -1.8982 -0.7679 0.2863
C -2.4442 0.1903 -0.2792
C 0.8361 -0.2012 1.1666
C 0.9464 -1.3305 1.7162
C 0.7827 1.1030 -1.9446
N 0.9574 0.7757 0.3529
N 1.3977 0.5259 -1.0121
H -1.2997 -1.6822 0.4737
H -2.9504 0.9757 -0.6674
H 1.7767 -1.7077 2.2018
H 0.0442 -1.8700 1.8522
H -0.2311 1.4689 -1.9036
H 1.2438 0.8182 -2.8969
H 0.8383 1.7020 0.6541
*
```

- Total energy: -303.74307 hartree
- Relative energy (zero: lowest compared OMol25 entry of this formula, charge and spin): 7.5072 eV

no.,gap between HOMO and LUMO (eV)
1,8.7
2,10.0
3,7.0
4,9.0
5,1.3
6,9.0
7,6.5
8,9.6